Entry 1:
The following is a DFT calculation (ωB97M-V/def2-TZVPD) of C13H40ClFeO21P4S as an isolated structure in a non-equilibrium geometry.

The value obtained for the highest occupied orbital energy (alpha / beta) is -8.797 / -8.794 eV. For the total energy, the calculation gives -152028.370 eV. The relative energy (zero: lowest compared OMol25 entry of this formula, charge and spin) comes out at 710.0 kJ/mol. As for the spin multiplicity: 6. The frontier orbital gap (alpha / beta) is 6.7 / 5.6 eV. As for the expectation value of S²: 8.77.

Last column: Mulliken spin population.
Geometry (Å):
Fe  0.352  -0.126  0.215  3.935
S  0.023  -3.351  -1.215  -0.040
O  0.864  -2.723  -0.216  0.512
O  -0.738  -2.142  -1.257  0.486
O  0.727  -3.606  -2.449  0.033
O  -0.729  -4.479  -0.694  0.026
Cl  1.034  2.727  1.628  -0.018
C  4.501  -0.627  3.679  0.000
O  3.555  -1.072  2.728  0.002
H  4.751  0.420  3.510  0.000
H  4.007  -0.572  4.649  0.000
H  5.405  -1.236  3.720  0.000
H  3.675  -2.022  2.658  0.000
C  -4.250  2.482  2.667  0.000
O  -5.037  1.962  1.524  0.000
P  -4.541  0.695  0.652  0.003
O  -3.065  0.619  0.469  0.014
O  -5.440  0.828  -0.685  0.001
C  -5.321  -0.044  -1.722  -0.002
O  -5.168  -0.507  1.490  0.000
C  -5.088  -1.894  1.064  0.000
H  -3.196  2.241  2.529  0.000
H  -4.716  2.051  3.553  0.000
H  -4.296  3.554  2.858  0.000
H  -4.353  -0.538  -1.639  0.001
H  -5.395  0.569  -2.621  0.000
H  -6.032  -0.870  -1.726  0.000
H  -5.922  -2.253  0.461  0.000
H  -4.976  -2.473  1.980  0.000
H  -4.256  -2.062  0.380  -0.001
C  0.256  3.192  -6.463  0.000
O  0.426  2.707  -5.155  0.000
P  -0.780  2.529  -4.050  0.002
O  -0.497  1.768  -2.794  0.011
O  -1.257  4.075  -3.804  0.000
C  -2.268  4.183  -2.777  0.000
O  -2.034  1.982  -4.947  0.000
C  -1.956  0.585  -5.326  -0.001
H  0.708  4.181  -6.542  0.000
H  -0.780  3.270  -6.795  0.000
H  0.757  2.521  -7.161  0.000
H  -1.907  4.102  -1.751  0.000
H  -2.985  3.364  -2.832  0.000
H  -2.804  5.101  -3.018  0.000
H  -1.918  -0.020  -4.420  0.001
H  -1.084  0.267  -5.896  0.000
H  -2.833  0.290  -5.902  0.000
C  0.153  0.298  5.968  0.000
O  0.382  -1.047  5.714  0.000
P  -0.737  -1.687  4.725  0.000
O  -0.529  -1.255  3.281  0.011
O  -0.690  -3.285  4.985  0.001
C  -0.592  -4.183  3.905  0.000
O  -2.248  -1.200  5.266  0.001
C  -2.643  -1.484  6.610  0.000
H  0.922  0.967  5.583  0.000
H  0.378  0.214  7.032  0.000
H  -0.790  0.810  5.776  0.000
H  -0.435  -5.209  4.236  0.000
H  0.165  -4.053  3.131  0.000
H  -1.515  -4.061  3.339  0.000
H  -3.560  -2.062  6.490  0.000
H  -2.810  -0.570  7.180  0.000
H  -1.860  -2.032  7.134  0.000
C  4.651  -0.723  -4.128  0.000
O  4.800  0.485  -3.397  0.001
P  4.645  0.536  -1.805  0.000
O  3.288  0.170  -1.294  0.020
O  5.819  -0.471  -1.254  0.001
C  5.571  -1.889  -1.217  0.000
O  5.167  1.973  -1.389  0.000
C  6.461  2.419  -1.848  0.000
H  4.109  -1.463  -3.538  0.000
H  5.574  -1.187  -4.477  0.000
H  3.950  -0.646  -4.958  0.000
H  6.163  -2.293  -0.396  0.000
H  5.935  -2.399  -2.109  0.000
H  4.546  -2.198  -1.011  -0.001
H  7.009  1.756  -2.517  0.000
H  7.127  2.857  -1.104  0.000
H  6.171  3.264  -2.473  0.000



Entry 2:
The following is a DFT calculation (ωB97M-V/def2-TZVPD) of the molecule C4H4N4 in a non-equilibrium geometry.

The value obtained for the highest occupied orbital energy is -9.480 eV. For the total energy, the calculation gives -10168.458 eV. The relative energy (zero: lowest compared OMol25 entry of this formula, charge and spin) comes out at 422.6 kJ/mol. The frontier orbital gap is 10.0 eV.

Last column: Mulliken charge in e.
Geometry (Å):
C  -0.542  0.132  -2.629  0.137
C  -0.320  0.536  -1.515  -0.491
C  -0.095  0.848  -0.218  0.401
N  -0.167  1.993  0.418  -0.423
N  0.263  1.780  1.725  -0.469
C  0.408  0.506  1.849  0.058
N  0.221  -0.161  0.715  0.268
N  0.372  -1.619  0.585  -0.838
H  -0.975  -0.205  -3.653  0.361
H  0.693  -0.005  2.796  0.398
H  0.667  -1.643  -0.632  0.312
H  -0.524  -2.161  0.560  0.286



Entry 3:
The following is a DFT calculation (ωB97M-V/def2-TZVPD) of the molecule C4H11NSi2 in a non-equilibrium geometry.

The value obtained for the highest occupied orbital energy is -10.237 eV. For the total energy, the calculation gives -21570.616 eV. The relative energy (zero: lowest compared OMol25 entry of this formula, charge and spin) comes out at 0.0 kJ/mol. The frontier orbital gap is 10.5 eV.

Last column: Mulliken charge in e.
Geometry (Å):
C  1.795  -1.331  0.498  -1.141
Si  0.026  -0.309  0.056  0.510
C  -1.355  -1.072  1.084  -0.998
C  -0.520  -0.681  -1.767  -1.161
Si  0.705  1.898  0.088  0.463
C  -1.015  3.155  0.472  0.055
N  -1.797  3.971  0.696  -0.413
H  1.691  -2.148  1.222  0.308
H  2.081  -1.767  -0.437  0.336
H  2.625  -0.590  0.760  0.284
H  -1.033  -1.267  2.158  0.301
H  -2.128  -0.269  1.029  0.293
H  -1.604  -2.016  0.681  0.334
H  -0.118  -1.566  -2.202  0.345
H  -1.602  -0.702  -1.689  0.305
H  -0.302  0.151  -2.427  0.379
H  1.644  2.345  1.089  -0.107
H  0.906  2.196  -1.312  -0.092



Entry 4:
The following is a DFT calculation (ωB97M-V/def2-TZVPD) of a 17-piece molecular cluster, C60H164N10O27 overall in a non-equilibrium geometry.

The value obtained for the highest occupied orbital energy is -8.103 eV. For the total energy, the calculation gives -135046.538 eV. The relative energy (zero: lowest compared OMol25 entry of this formula, charge and spin) comes out at 348.9 kJ/mol. The frontier orbital gap is 8.4 eV.

Last column: Mulliken charge in e.
Geometry (Å):
C  -0.659  -4.015  6.474  -0.748
O  -1.412  -2.976  5.811  -0.304
C  -0.765  -1.712  5.853  -0.580
C  -1.757  -0.689  5.326  0.465
N  -2.972  -0.684  6.134  -0.416
C  -4.077  -0.026  5.420  -0.313
C  -5.281  0.061  6.378  -0.676
O  -6.424  0.723  5.787  -0.215
C  -7.625  0.399  6.485  -0.824
H  -0.436  -3.659  7.479  0.373
H  0.299  -4.183  5.980  0.185
H  -1.249  -4.929  6.538  0.250
H  0.217  -1.622  5.388  0.104
H  -0.607  -1.472  6.904  0.664
H  -2.051  -0.829  4.285  -0.384
H  -1.276  0.283  5.219  0.132
H  -3.278  -1.635  6.289  0.347
H  -4.310  -0.455  4.446  0.219
H  -3.744  0.975  5.146  0.183
H  -5.011  0.359  7.391  0.383
H  -5.463  -1.006  6.505  0.313
H  -7.934  -0.646  6.446  0.322
H  -8.451  0.969  6.061  0.254
H  -7.589  0.747  7.518  0.327
C  1.219  -4.103  -1.921  0.142
O  0.358  -5.204  -2.240  -0.307
C  -0.946  -5.066  -1.778  1.967
C  -1.734  -6.380  -1.744  -1.694
N  -1.740  -6.892  -3.172  0.108
C  -2.186  -8.244  -3.210  -0.586
C  -3.643  -8.491  -2.750  -0.547
O  -3.995  -9.806  -3.006  -0.338
C  -5.300  -10.350  -2.629  -0.739
H  0.844  -3.210  -2.422  -0.352
H  2.258  -4.363  -2.122  0.482
H  1.135  -3.825  -0.870  -0.067
H  -1.508  -4.327  -2.349  -0.772
H  -0.983  -4.582  -0.802  -0.297
H  -2.750  -6.242  -1.375  0.511
H  -1.296  -7.094  -1.048  0.468
H  -0.823  -6.749  -3.571  -0.074
H  -1.468  -8.941  -2.776  0.367
H  -2.069  -8.547  -4.251  0.430
H  -4.301  -7.763  -3.224  0.323
H  -3.620  -8.360  -1.668  0.293
H  -6.134  -9.705  -2.907  0.279
H  -5.210  -10.641  -1.582  0.296
H  -5.473  -11.309  -3.119  0.260
C  4.337  0.555  5.888  -1.248
O  5.166  0.644  4.713  0.267
C  6.512  0.298  4.922  -0.962
C  7.259  0.249  3.576  -0.664
N  6.460  -0.550  2.638  0.020
C  7.074  -0.875  1.386  -1.118
C  6.862  0.352  0.470  0.451
O  7.421  0.012  -0.880  -0.461
C  7.626  1.138  -1.665  -0.732
H  4.155  -0.504  6.073  0.339
H  3.316  0.858  5.657  0.297
H  4.699  1.066  6.780  0.361
H  6.807  -0.627  5.417  0.441
H  7.045  1.092  5.446  0.317
H  8.154  -0.336  3.789  0.482
H  7.453  1.288  3.310  0.237
H  5.549  -0.133  2.511  -0.127
H  6.531  -1.706  0.936  0.310
H  8.131  -1.127  1.477  0.413
H  7.310  1.261  0.871  0.377
H  5.833  0.566  0.179  -0.189
H  8.356  1.790  -1.186  0.335
H  6.674  1.667  -1.713  0.252
H  7.978  0.828  -2.649  0.276
C  -1.837  9.587  5.584  -0.739
O  -1.923  8.183  5.749  -0.375
C  -0.717  7.512  5.743  -0.396
C  -0.395  7.231  4.239  -0.709
N  -1.536  6.770  3.423  0.478
C  -1.251  6.605  2.012  -0.217
C  -1.717  7.859  1.257  -0.945
O  -3.047  8.183  1.573  -0.335
C  -3.666  9.198  0.738  -0.844
H  -1.593  10.097  6.516  0.307
H  -2.759  9.999  5.174  0.259
H  -1.084  9.814  4.829  0.309
H  -0.930  6.561  6.232  0.062
H  0.076  8.083  6.225  0.447
H  0.335  6.430  4.127  0.196
H  0.075  8.096  3.771  0.312
H  -2.337  7.355  3.617  0.617
H  -1.887  5.841  1.565  -0.587
H  -0.213  6.303  1.865  0.606
H  -1.671  7.751  0.173  0.593
H  -1.023  8.689  1.389  0.373
H  -3.132  10.139  0.605  0.314
H  -4.694  9.387  1.048  0.299
H  -3.930  8.726  -0.208  0.305
C  2.107  -7.487  -0.254  -0.719
O  1.943  -6.480  0.629  -0.241
C  1.160  -6.813  1.790  -0.811
C  0.914  -5.519  2.465  -0.052
N  -0.064  -4.731  1.770  0.004
C  -0.359  -3.526  2.472  -0.324
C  -1.245  -2.596  1.537  -0.051
O  -2.359  -3.328  0.905  -0.466
C  -2.890  -2.569  -0.159  0.651
H  2.125  -8.474  0.208  0.409
H  3.107  -7.352  -0.666  0.259
H  1.486  -7.523  -1.150  0.082
H  1.763  -7.449  2.438  0.520
H  0.167  -7.182  1.535  0.320
H  1.861  -4.979  2.496  -0.280
H  0.617  -5.706  3.497  0.517
H  0.288  -4.652  0.827  -0.141
H  0.476  -2.920  2.824  -0.076
H  -0.949  -3.782  3.352  0.314
H  -0.584  -2.235  0.749  -0.202
H  -1.653  -1.715  2.033  0.471
H  -2.874  -1.489  -0.011  -0.712
H  -3.883  -2.890  -0.475  0.579
H  -2.175  -2.606  -0.981  -0.286
C  2.510  3.820  -7.891  -0.811
O  1.804  2.948  -7.079  -0.316
C  2.471  2.204  -6.050  -0.451
C  2.977  3.104  -4.906  0.039
N  1.915  4.006  -4.446  -0.551
C  0.791  3.217  -3.898  2.651
C  -0.438  4.039  -3.647  -0.427
O  -0.899  4.639  -4.894  -0.394
C  -1.586  5.831  -4.696  -0.629
H  3.316  3.337  -8.444  0.339
H  2.993  4.625  -7.336  0.324
H  1.909  4.311  -8.657  0.256
H  3.368  1.686  -6.390  0.612
H  1.843  1.378  -5.717  0.028
H  3.822  3.642  -5.336  0.362
H  3.414  2.525  -4.093  -0.487
H  1.511  4.416  -5.276  0.589
H  1.289  2.754  -3.045  -1.326
H  0.565  2.359  -4.532  -0.586
H  -0.150  4.835  -2.961  0.755
H  -1.270  3.451  -3.262  -0.508
H  -2.106  6.209  -5.576  0.251
H  -0.913  6.668  -4.513  0.282
H  -2.254  5.559  -3.878  0.178
C  5.289  4.425  5.413  -0.894
O  4.352  3.953  4.390  -0.147
C  4.926  3.739  3.073  -0.901
C  3.933  2.991  2.180  -0.120
N  3.935  1.589  2.356  1.131
C  2.895  0.833  1.758  -0.327
C  2.989  -0.716  1.826  -0.306
O  2.753  -1.150  3.213  0.328
C  3.305  -2.380  3.585  -0.915
H  6.071  5.038  4.966  0.351
H  5.856  3.676  5.966  0.248
H  4.770  5.018  6.165  0.257
H  5.814  3.125  3.225  0.145
H  5.140  4.703  2.612  0.553
H  4.251  3.204  1.160  0.297
H  2.976  3.493  2.315  -0.002
H  4.236  1.279  3.269  -0.585
H  2.719  1.156  0.732  -0.783
H  1.944  1.165  2.176  0.800
H  3.983  -0.931  1.434  -0.039
H  2.232  -1.163  1.181  0.384
H  2.857  -2.666  4.537  0.251
H  4.334  -2.181  3.886  0.226
H  3.160  -3.204  2.886  0.096
C  -0.992  3.390  2.975  -0.767
O  -0.580  2.553  1.883  0.738
C  -1.462  1.516  1.497  -0.633
C  -1.256  1.067  0.053  0.693
N  -0.067  0.251  -0.162  1.847
C  0.124  -0.009  -1.556  0.179
C  1.557  -0.415  -1.811  -2.758
O  2.513  0.691  -1.764  1.917
C  3.807  0.303  -2.022  -0.673
H  -0.124  3.918  3.369  0.099
H  -1.410  2.746  3.749  0.017
H  -1.727  4.145  2.697  0.092
H  -2.450  1.973  1.543  0.411
H  -1.502  0.647  2.154  -0.288
H  -1.200  1.887  -0.663  0.278
H  -2.156  0.535  -0.255  -0.794
H  0.826  0.657  0.079  -0.838
H  0.006  0.878  -2.178  -0.899
H  -0.595  -0.741  -1.926  0.471
H  1.528  -0.892  -2.791  0.875
H  1.882  -1.261  -1.206  0.245
H  4.222  -0.473  -1.379  0.455
H  4.379  1.223  -2.139  -0.001
H  3.840  -0.125  -3.024  0.116
C  -1.495  0.581  -5.260  -0.986
O  -1.237  -0.635  -4.622  0.305
C  -1.274  -1.758  -5.545  -1.063
C  -1.398  -3.073  -4.774  1.280
N  -1.320  -4.249  -5.627  -0.456
C  -0.022  -4.311  -6.234  -0.230
C  0.147  -5.786  -6.681  -0.989
O  0.323  -6.560  -5.564  -0.100
C  0.311  -8.008  -5.789  -0.839
H  -0.731  0.907  -5.965  0.375
H  -1.640  1.399  -4.554  -0.009
H  -2.444  0.613  -5.795  0.441
H  -0.331  -1.698  -6.087  0.432
H  -2.071  -1.603  -6.273  0.267
H  -2.326  -2.985  -4.210  -0.099
H  -0.619  -3.040  -4.013  -1.070
H  -1.348  -5.050  -5.012  0.398
H  0.748  -4.079  -5.499  0.227
H  0.132  -3.730  -7.143  0.387
H  1.045  -5.846  -7.298  0.434
H  -0.664  -6.129  -7.323  0.463
H  0.338  -8.448  -4.792  0.171
H  1.282  -8.345  -6.151  0.304
H  -0.576  -8.237  -6.378  0.376
C  -5.948  -1.802  -6.635  -0.770
O  -5.682  -1.166  -5.382  -0.337
C  -5.356  -2.047  -4.327  -0.764
C  -4.688  -1.240  -3.252  0.619
N  -5.731  -0.463  -2.494  -0.344
C  -5.245  0.316  -1.349  -0.948
C  -4.548  1.547  -1.769  0.223
O  -4.175  2.271  -0.659  -0.247
C  -3.801  3.609  -0.921  -0.352
H  -6.767  -2.519  -6.586  0.305
H  -5.091  -2.331  -7.051  0.276
H  -6.195  -0.977  -7.303  0.269
H  -4.677  -2.782  -4.759  0.305
H  -6.256  -2.617  -4.098  0.468
H  -4.102  -0.532  -3.839  0.245
H  -3.986  -1.779  -2.617  -0.512
H  -6.342  0.092  -3.076  0.372
H  -4.655  -0.257  -0.634  0.104
H  -6.197  0.541  -0.867  0.335
H  -5.197  2.046  -2.489  0.439
H  -3.602  1.217  -2.199  -0.100
H  -4.662  4.213  -1.208  0.419
H  -3.189  3.590  -1.824  -0.073
H  -3.401  4.113  -0.041  0.019
O  2.762  3.613  -1.571  -0.772
H  2.748  2.670  -1.731  -0.136
H  2.563  4.004  -2.421  0.317
O  0.416  4.076  -0.200  -0.326
H  0.131  3.411  0.428  -0.099
H  1.345  3.892  -0.339  0.277
O  5.005  -1.445  -4.703  -0.590
H  5.423  -1.493  -3.844  0.337
H  5.717  -1.597  -5.325  0.280
O  -3.147  4.885  5.135  -0.712
H  -2.736  5.691  4.824  0.228
H  -2.509  4.508  5.740  0.329
O  6.088  -2.114  -2.310  -0.680
H  6.319  -2.910  -1.830  0.278
H  6.714  -1.459  -2.002  0.342
O  -5.178  1.643  2.010  -0.559
H  -4.832  1.871  1.147  0.271
H  -5.106  2.451  2.518  0.328
O  -0.804  4.019  6.400  -0.529
H  0.089  4.079  6.060  0.237
H  -0.721  4.224  7.331  0.225



Entry 5:
The following is a DFT calculation (ωB97M-V/def2-TZVPD) of a 3-piece molecular cluster, C3H7NS2 overall in a non-equilibrium geometry.

The value obtained for the highest occupied orbital energy is -8.652 eV. For the total energy, the calculation gives -26377.403 eV. The relative energy (zero: lowest compared OMol25 entry of this formula, charge and spin) comes out at 749.9 kJ/mol. The frontier orbital gap is 8.1 eV.

Last column: Mulliken charge in e.
Geometry (Å):
C  -0.213  -0.216  1.851  -0.273
C  -0.581  -0.954  0.427  -1.078
C  0.494  0.599  -1.211  -0.048
H  -2.226  0.659  1.107  0.207
H  -0.668  1.924  2.839  0.204
H  -0.021  -1.023  2.499  0.296
H  0.701  0.376  1.919  0.342
H  0.361  -1.619  0.251  0.425
H  -1.483  -1.463  0.581  0.518
H  0.767  1.474  -2.011  0.287
N  -1.330  0.498  2.438  -0.558
S  -1.070  -0.068  -0.971  -0.039
S  1.925  0.044  -0.945  -0.281



relative energy (zero: lowest compared OMol25 entry of this formula, charge and spin) of number 3 (C4H11NSi2)?
0.0 kJ/mol



What is the relative energy (zero: lowest compared OMol25 entry of this formula, charge and spin) in the second record?
422.6 kJ/mol